(1)
ORCA calculation (ωB97M-V/def2-TZVPD) on a molecular structure, C4H5O3Pm.

ORCA input file:
```
! RIJCOSX wB97M-V def2-TZVPD def2/J DEFGRID3
* xyz 2 5
Pm -0.340 -1.897 -0.863
O -1.329 -0.974 3.039
O 1.624 1.510 -0.722
O -0.218 0.568 -1.530
C 1.229 2.753 -1.327
C -1.226 -2.878 1.432
C 0.823 0.475 -0.816
C -1.378 -1.863 2.321
H 2.008 3.473 -1.062
H -0.425 -3.569 1.734
H -2.191 -3.320 1.147
H 1.166 2.643 -2.416
H 0.258 3.078 -0.936
*
```

Results
* LUMO energy (alpha / beta): -10.918 / -9.468 eV
* energy above the lowest of the compared OMol25 structures with the same formula, charge and spin: 0.031 eV
* energy: -26905.2978 eV
* frontier orbital gap (alpha / beta): 6.30 / 8.61 eV
* HOMO level (alpha / beta): -17.21 / -18.08 eV
* M: 246.1 Da

---

(2)
ORCA calculation (ωB97M-V/def2-TZVPD) on 2 unconnected molecules or ions with the total composition C3H8N2O2.

ORCA input file:
```
! RIJCOSX wB97M-V def2-TZVPD def2/J DEFGRID3
* xyz 0 1
O -3.349 -1.206 -0.270
O -2.811 1.091 0.998
N -1.964 0.599 -0.092
N -2.363 -0.415 -0.598
C 1.001 0.557 0.146
C 1.066 0.931 -1.098
C 1.382 -0.796 0.654
H 0.736 1.863 -1.523
H 0.476 -1.146 1.185
H 1.734 -1.466 -0.123
H -3.586 -1.845 -1.053
H 0.423 1.174 0.917
H 2.264 -0.943 1.277
H 1.504 0.365 -1.818
H -2.615 1.984 1.288
*
```

Results
* LUMO energy: 0.552 eV
* energy above the lowest of the compared OMol25 structures with the same formula, charge and spin: 6.588 eV
* energy: -10310.3644 eV
* frontier orbital gap: 9.85 eV
* HOMO level: -9.30 eV
* M: 104.1 Da
* SMILES string: O/N=N\O.C=CC

---

(3)
ORCA calculation (ωB97M-V/def2-TZVPD) on C21H27N5O3S in the gas phase.

ORCA input file:
```
! RIJCOSX wB97M-V def2-TZVPD def2/J DEFGRID3
* xyz 0 1
S 5.037 0.598 0.455
O 5.213 0.264 1.838
O 0.546 0.328 -1.714
O 5.938 1.544 -0.136
N -1.085 0.539 -0.197
N -3.876 0.600 -0.530
N -5.605 0.809 0.971
N 3.511 1.205 0.289
N -5.489 -1.038 -0.525
C 3.999 -1.815 -0.286
C 2.451 0.654 1.095
C -3.067 -0.157 -1.455
C 5.171 -0.945 -0.546
C 1.972 2.605 -0.981
C 3.111 1.587 -1.045
C 0.087 0.931 -0.760
C -6.633 -1.481 -0.043
C -1.906 1.256 0.752
C -6.747 0.343 1.434
C -3.197 1.725 0.060
C -7.333 -0.821 0.958
C 3.024 -2.019 -1.257
C 0.809 2.111 -0.110
C -1.779 -0.607 -0.759
C 2.703 -3.137 1.253
C 3.834 -2.393 0.970
C 1.361 1.710 1.267
C 1.727 -3.319 0.286
C 1.894 -2.766 -0.972
C -5.015 0.104 -0.006
H 0.842 -3.896 0.511
H -3.645 -1.015 -1.796
H 4.587 -2.231 1.726
H 6.109 -1.380 -0.213
H -2.814 0.483 -2.308
H -3.870 2.194 0.778
H -7.203 0.931 2.222
H 2.580 -3.575 2.233
H 2.348 3.537 -0.556
H 3.988 2.026 -1.522
H -8.267 -1.192 1.343
H 1.793 2.590 1.745
H -1.107 -1.089 -1.470
H 1.620 2.797 -1.995
H 2.892 0.382 2.053
H -1.384 2.113 1.168
H 2.772 0.717 -1.618
H 1.143 -2.908 -1.734
H -2.944 2.438 -0.733
H 3.145 -1.591 -2.241
H 5.250 -0.622 -1.579
H -2.021 -1.302 0.051
H 0.578 1.308 1.911
H 2.015 -0.241 0.630
H 0.101 2.939 0.000
H -6.994 -2.404 -0.479
H -2.170 0.575 1.569
*
```

Results
* LUMO energy: 0.569 eV
* energy above the lowest of the compared OMol25 structures with the same formula, charge and spin: 0.688 eV
* energy: -46644.4363 eV
* frontier orbital gap: 8.96 eV
* HOMO level: -8.39 eV
* M: 429.5 Da
* SMILES string: O=C(C1CCN(S(=O)(=O)Cc2ccccc2)CC1)N1CCN(c2ncccn2)CC1

---

(4)
ORCA calculation (ωB97M-V/def2-TZVPD) on C4H10S2 in the gas phase.

ORCA input file:
```
! RIJCOSX wB97M-V def2-TZVPD def2/J DEFGRID3
* xyz 0 1
S -1.233 1.699 1.129
S 0.617 -1.786 -3.100
C -0.361 0.127 -1.277
C -0.069 0.552 0.167
C 0.527 -1.094 -1.445
C -0.525 1.243 2.669
H 0.916 -3.011 -2.707
H 1.524 -0.816 -1.117
H 0.188 -0.321 0.815
H -0.064 0.860 -2.041
H 0.062 2.015 3.212
H -1.314 0.971 3.420
H 0.227 0.497 2.524
H 0.044 -1.914 -0.814
H 0.894 1.054 0.075
H -1.434 -0.076 -1.513
*
```

Results
* LUMO energy: 0.876 eV
* energy above the lowest of the compared OMol25 structures with the same formula, charge and spin: 1.245 eV
* energy: -25979.7396 eV
* frontier orbital gap: 9.48 eV
* HOMO level: -8.60 eV
* M: 122.3 Da
* SMILES string: CSCCCS

---

(5)
ORCA calculation (ωB97M-V/def2-TZVPD) on 11 unconnected molecules or ions with the total composition C23H52Cl10N6O6.

ORCA input file:
```
! RIJCOSX wB97M-V def2-TZVPD def2/J DEFGRID3
* xyz 0 1
Cl 10.631 16.516 11.718
Cl 17.615 11.769 12.378
Cl 14.446 13.422 9.618
Cl 16.704 14.108 13.895
Cl 13.030 12.388 16.252
Cl 16.438 13.544 7.465
Cl 9.646 14.520 6.843
Cl 8.036 15.298 10.922
Cl 8.305 11.975 6.635
Cl 12.111 15.213 16.589
O 9.990 6.482 9.796
O 15.530 9.504 8.006
O 14.739 10.235 11.354
O 10.474 12.557 9.714
O 7.632 10.904 10.494
O 5.462 13.195 14.042
N 14.060 10.594 6.655
N 8.365 7.777 8.909
N 7.729 13.369 14.336
N 5.681 10.800 11.713
N 16.031 8.602 12.215
N 11.235 11.306 11.561
C 10.492 11.556 10.394
C 12.721 11.119 6.405
C 17.403 8.144 12.389
C 9.623 15.924 10.406
C 5.166 11.977 11.023
C 11.489 9.928 11.862
C 15.170 8.624 13.430
C 6.447 13.818 14.419
C 8.858 14.144 14.759
C 14.413 9.971 7.833
C 7.189 6.878 9.228
C 15.678 9.482 11.249
C 13.410 14.147 16.107
C 12.148 12.415 12.021
C 8.230 13.596 7.319
C 4.879 10.168 12.741
C 8.057 8.890 7.986
C 6.906 10.344 11.359
C 9.637 7.485 9.200
C 15.005 10.748 5.559
C 16.228 12.631 13.020
C 16.096 12.917 9.136
C 7.891 11.971 14.027
H 7.264 9.362 11.776
H 16.919 13.367 9.631
H 14.783 10.064 4.770
H 13.615 14.421 15.095
H 8.336 14.977 15.195
H 10.350 8.300 8.864
H 13.170 12.188 11.867
H 6.430 14.779 14.864
H 15.754 8.378 14.290
H 10.167 15.160 9.933
H 10.677 9.232 11.651
H 17.977 8.900 12.868
H 8.351 13.399 8.397
H 4.364 11.701 10.376
H 6.462 7.590 9.611
H 13.626 9.948 8.523
H 11.976 13.286 11.469
H 12.036 10.333 6.067
H 16.093 11.803 9.104
H 11.991 12.649 13.073
H 12.808 11.928 5.640
H 14.175 14.368 16.830
H 4.664 10.880 13.533
H 3.893 9.881 12.358
H 14.298 8.010 13.220
H 6.921 11.444 14.207
H 16.441 9.565 10.372
H 15.070 11.736 5.110
H 15.667 11.889 13.593
H 5.397 9.255 13.163
H 8.106 8.583 6.950
H 17.277 7.233 12.886
H 6.899 6.411 8.285
H 15.545 12.960 12.277
H 8.640 9.789 8.175
H 14.734 9.627 13.584
H 9.499 13.700 15.514
H 7.676 6.267 9.943
H 9.321 16.770 9.865
H 11.757 9.968 12.972
H 15.964 10.543 5.912
H 8.701 11.524 14.700
H 8.349 11.965 13.058
H 12.296 11.596 7.258
H 9.407 14.427 13.903
H 5.989 12.451 10.459
H 7.348 14.117 7.090
H 9.721 10.816 10.161
H 17.774 7.929 11.388
H 12.420 9.468 11.343
H 4.795 12.758 11.725
H 7.046 9.165 8.223
*
```

Results
* LUMO energy: 0.374 eV
* energy above the lowest of the compared OMol25 structures with the same formula, charge and spin: 3.380 eV
* energy: -171143.0013 eV
* frontier orbital gap: 9.39 eV
* HOMO level: -9.02 eV
* M: 863.2 Da
* SMILES string: CN(C)C=O.CN(C)C=O.CN(C)C=O.CN(C)C=O.CN(C)C=O.CN(C)C=O.ClCCl.ClCCl.ClCCl.ClCCl.ClCCl

---

(6)
ORCA calculation (ωB97M-V/def2-TZVPD) on 7 unconnected molecules or ions with the total composition C31H68N13O11P.

ORCA input file:
```
! RIJCOSX wB97M-V def2-TZVPD def2/J DEFGRID3
* xyz 0 1
P -0.231 -2.327 -3.113
O 4.699 -6.331 -9.023
O -1.038 -1.116 -2.663
O 4.223 -5.114 0.573
O 2.747 -3.282 -4.630
O -0.657 0.908 5.308
O -5.583 6.679 -2.591
O -5.599 -2.880 4.230
O 2.727 -1.039 -4.449
O 4.447 1.493 -8.408
O -5.477 4.348 1.034
O 1.806 4.271 -0.315
N -7.401 -4.044 4.959
N 3.446 5.809 -0.588
N -5.051 5.193 -4.218
N 3.489 -5.499 -7.298
N -4.102 5.032 -2.140
N -1.807 1.357 7.206
N 5.361 -4.402 -8.035
N 2.518 -2.380 -2.486
N 2.210 1.551 -8.034
N 0.264 0.376 7.308
N 3.518 -0.021 -7.003
N -7.588 -2.605 3.182
N 1.240 6.423 -0.737
C 1.683 2.282 2.923
C -3.286 3.603 1.903
C 2.098 -0.214 2.107
C 3.666 -2.444 -1.701
C 5.014 -2.367 -2.498
C 5.111 -4.210 1.245
C -6.783 -3.158 4.131
C -0.622 -4.283 0.670
C 2.141 5.423 -0.532
C 4.527 -5.470 -8.176
C 0.986 -2.650 -0.503
C -2.774 -2.592 2.689
C 1.229 -2.461 -1.955
C 2.529 -1.587 2.764
C 3.459 1.036 -7.851
C 2.211 -2.703 0.375
C 2.678 -2.233 -3.983
C 4.888 -2.714 0.666
C -0.893 2.888 2.747
C -6.306 5.478 0.714
C 3.587 -2.614 -0.220
C 1.441 0.748 3.212
C -4.953 5.700 -2.957
C 0.537 2.970 2.071
C -0.729 0.882 6.525
C -2.422 -1.733 1.394
C -1.846 4.107 2.375
C -0.842 -1.656 1.137
C 2.140 -2.881 1.925
C -0.482 -2.787 0.090
C -4.355 4.755 1.865
H 6.141 -4.344 -8.665
H -8.372 -4.286 4.894
H -3.855 -2.907 2.619
H 3.612 -1.529 3.062
H 3.331 -4.798 -6.594
H 5.072 -3.298 -3.130
H -0.582 -0.641 0.704
H -6.905 5.225 -0.209
H 1.784 0.489 4.257
H -7.167 -1.945 2.552
H -2.561 1.739 6.661
H -8.563 -2.820 3.083
H 2.851 -6.271 -7.370
H 0.124 -2.095 -4.470
H -2.964 -2.229 0.535
H -4.006 5.376 -1.200
H 1.388 1.192 -7.587
H -0.361 -1.771 2.144
H 1.077 0.016 6.840
H 0.225 0.346 8.309
H 4.838 -1.953 1.502
H 1.495 7.376 -0.917
H 3.009 0.341 1.723
H -1.454 1.948 2.489
H 5.914 -2.267 -1.844
H 5.819 -2.474 0.090
H 3.513 -5.363 1.188
H 5.030 -1.479 -3.203
H 1.954 -1.666 3.741
H -1.265 -2.720 -0.724
H -5.673 5.662 -4.853
H -2.171 -3.533 2.792
H 5.236 -3.684 -7.345
H 1.810 2.863 3.890
H 4.421 -0.427 -6.842
H -1.886 1.345 8.205
H -1.098 -3.456 -2.924
H 4.846 -4.131 2.347
H -2.021 4.781 3.267
H 0.266 6.176 -0.704
H -5.744 6.426 0.479
H 0.793 4.067 1.944
H -0.475 -4.349 1.777
H 4.140 5.097 -0.441
H 3.743 6.750 -0.764
H 1.103 -3.174 2.264
H -3.576 4.225 -2.419
H -3.691 2.799 2.582
H 0.117 -4.915 0.093
H -1.648 -4.664 0.375
H 2.719 -0.411 -6.534
H 0.335 0.547 3.185
H -7.055 5.737 1.524
H -2.674 -1.996 3.635
H 2.805 -3.718 2.304
H -3.945 5.719 1.447
H -4.542 4.390 -4.538
H 2.644 2.464 2.348
H -4.805 4.970 2.886
H 2.126 2.336 -8.656
H 0.468 2.539 1.026
H -1.439 4.745 1.542
H -6.837 -4.473 5.673
H 6.177 -4.545 1.162
H 1.375 -0.304 1.256
H -0.743 2.937 3.869
H -2.808 -0.689 1.588
H -3.203 3.186 0.862
*
```

Results
* LUMO energy: -1.015 eV
* energy: -84434.5360 eV
* frontier orbital gap: 8.04 eV
* HOMO level: -9.05 eV
* M: 829.9 Da

---

(7)
ORCA calculation (ωB97M-V/def2-TZVPD) on a molecular structure, C21H43GaN2OP3.

ORCA input file:
```
! RIJCOSX wB97M-V def2-TZVPD def2/J DEFGRID3
* xyz 3 1
Ga -0.655 3.626 -0.573
P -1.181 -3.242 -0.290
P 1.636 3.514 -0.254
P 1.740 -0.662 2.269
O -1.334 -0.965 -1.519
N -1.559 2.056 0.622
N -1.912 1.193 2.616
C -2.584 -3.958 -1.219
C 2.592 1.980 -0.569
C -2.091 -1.133 -3.706
C 0.492 -1.928 -4.508
C 0.345 -1.346 -3.242
C -1.606 -3.242 1.478
C 2.503 4.802 -1.211
C 1.126 -1.712 3.659
C -1.713 1.039 4.055
C -1.911 -1.828 -4.908
C 1.872 3.911 1.505
C 2.951 0.321 3.254
C 2.973 -1.876 1.629
C -0.636 -2.250 -5.283
C -1.003 1.754 1.796
C -1.998 3.681 -1.973
C -3.073 1.009 1.876
C -0.983 -1.089 -2.851
C -0.849 2.907 -2.427
C -2.861 1.539 0.642
C 0.269 -4.274 -0.597
H -2.959 -4.832 -0.656
H -3.049 -0.872 -3.253
H 2.411 0.971 3.959
H -0.499 -2.733 -6.250
H 3.589 -0.383 3.810
H -1.281 1.963 4.470
H -0.635 -1.387 -0.973
H 1.928 5.734 -1.181
H 1.388 -2.765 3.479
H -1.718 -2.198 1.814
H 1.595 -1.381 4.598
H 3.502 4.964 -0.778
H 3.695 -1.369 0.974
H -2.775 -2.035 -5.522
H -0.930 1.805 -2.475
H 1.502 -2.043 -4.908
H 0.735 -4.553 0.350
H 2.459 -2.663 1.058
H 2.258 1.153 0.077
H 0.034 -1.622 3.739
H 2.607 4.481 -2.254
H -2.673 0.845 4.544
H -2.138 4.722 -2.326
H 3.570 0.944 2.591
H -1.019 0.215 4.270
H 2.530 4.784 1.578
H -2.914 3.113 -1.772
H 3.497 -2.318 2.490
H -2.292 -4.282 -2.233
H 1.152 -1.101 -2.546
H 3.666 2.166 -0.387
H -0.805 -3.720 2.062
H 2.461 1.660 -1.613
H 0.990 -3.688 -1.174
H 0.904 4.158 1.960
H -3.963 0.588 2.310
H 0.015 1.973 2.116
H -3.529 1.628 -0.194
H -2.559 -3.769 1.640
H -0.200 3.337 -3.188
H 2.313 3.066 2.050
H -0.013 -5.159 -1.173
H -3.400 -3.227 -1.353
*
```

Results
* LUMO energy (alpha / beta): -10.771 / -10.588 eV
* energy above the lowest of the compared OMol25 structures with the same formula, charge and spin: 3.133 eV
* energy: -107716.1464 eV
* frontier orbital gap (alpha / beta): 5.36 / 5.47 eV
* HOMO level (alpha / beta): -16.13 / -16.05 eV
* M: 502.2 Da

---

(8)
ORCA calculation (ωB97M-V/def2-TZVPD) on a molecular structure, C19H21IrN5O7.

ORCA input file:
```
! RIJCOSX wB97M-V def2-TZVPD def2/J DEFGRID3
* xyz 1 1
Ir 0.486 -0.678 0.416
O 1.056 -0.394 -1.557
O 4.540 -0.679 0.890
O 2.360 -0.284 1.011
O -0.414 -1.181 2.273
O 0.254 6.322 0.693
O 0.846 -2.657 0.282
O 2.607 -4.019 0.142
N -2.499 -2.175 2.339
N -1.500 -1.323 0.379
N -1.856 6.004 1.459
N -2.539 -1.305 -1.653
N 0.073 1.365 0.678
C -3.680 -2.235 0.274
C -0.449 4.085 0.938
C 2.428 0.131 -1.765
C 1.740 -1.195 -3.627
C -2.563 -1.612 -0.358
C -2.366 -2.505 3.766
C 1.996 -3.054 -0.230
C 1.301 -1.683 -2.255
C -0.641 5.581 1.027
C 3.452 -0.667 0.376
C 0.845 3.596 1.018
C -1.479 3.180 0.730
C 3.281 -0.960 -1.112
C -3.593 -2.505 1.596
C -1.467 -1.566 1.711
C 1.070 2.239 0.899
C 2.526 0.096 -3.281
C 2.468 -2.254 -1.453
C -1.177 1.840 0.597
H -2.508 3.498 0.628
H 0.883 -0.981 -4.263
H 2.061 0.976 -3.720
H -4.564 -2.502 -0.283
H -4.391 -2.994 2.136
H 3.067 -2.932 -2.058
H -1.723 -0.856 -2.040
H 2.489 1.113 -1.305
H 3.565 0.065 -3.601
H -1.944 -1.651 4.288
H 2.055 1.808 1.004
H -3.310 -1.525 -2.258
H -1.972 6.996 1.588
H 1.670 4.277 1.169
H -1.705 -3.360 3.884
H -1.957 1.117 0.407
H 4.275 -0.996 -1.550
H -3.352 -2.731 4.161
H -2.483 5.392 1.950
H 2.348 -1.946 -4.127
H 0.389 -2.272 -2.212
*
```

Results
* LUMO energy: -3.448 eV
* energy above the lowest of the compared OMol25 structures with the same formula, charge and spin: 0.535 eV
* energy: -44662.7836 eV
* frontier orbital gap: 8.24 eV
* HOMO level: -11.69 eV
* M: 623.6 Da

---

(9)
ORCA calculation (ωB97M-V/def2-TZVPD) on C3H4Cl2NO2P in the gas phase.

ORCA input file:
```
! RIJCOSX wB97M-V def2-TZVPD def2/J DEFGRID3
* xyz 0 3
Cl 1.027 -2.595 -0.188
Cl 3.433 1.278 0.769
P 2.591 -0.099 -0.321
O 3.415 -0.822 -1.300
O 0.223 -0.472 1.220
N 1.595 1.034 -1.145
C 1.318 -1.192 0.983
C 0.314 0.946 -0.877
C -0.547 0.091 0.061
H -0.735 -0.839 -0.491
H -1.416 0.638 0.348
H 1.676 -1.452 1.960
H -0.196 1.744 -1.420
*
```

Results
* LUMO energy (alpha / beta): 0.478 / -3.664 eV
* energy above the lowest of the compared OMol25 structures with the same formula, charge and spin: 0.214 eV
* energy: -43090.3219 eV
* frontier orbital gap (alpha / beta): 6.76 / 7.01 eV
* HOMO level (alpha / beta): -6.29 / -10.68 eV
* M: 188.0 Da